1.
Molecular formula: C4H3NO3
Method: DFT, ωB97M-V/def2-TZVPD

Calculated values
DFT total energy = -434.61844 Ha
Kohn-Sham gap = 8.5432 eV
ΔE to the lowest compared entry with this formula, charge and spin = 285.9 kJ/mol
SMILES = O=C1N=C/C(=C\O)O1
HOMO level = -9.2 eV
strongest force on any atom = 0.11413 hartree/bohr

Each line ends with the Mulliken charge.
CARTESIAN COORDINATES (ANGSTROEM)
O1 -3.2779 -0.6918 0.2090  -0.4907
C1 -2.1222 -0.3055 -0.0766  0.4565
N1 -1.6972 1.1608 -0.1835  -0.4566
C2 -0.3926 1.1313 -0.1020  0.0782
C3 0.0947 -0.2834 -0.1903  0.5538
C4 1.4061 -0.7397 0.0654  -0.2343
O2 2.5834 -0.1893 -0.0099  -0.4438
O3 -0.9631 -1.1159 -0.3537  -0.3485
H1 0.2648 2.0986 0.2909  0.1925
H2 1.4601 -1.7776 0.1431  0.3908
H3 2.6436 0.7124 0.2076  0.3022

2.
Molecular formula: C7H8N2O5Pd
Method: DFT, ωB97M-V/def2-TZVPD

Calculated values
DFT total energy = -885.09037 Ha
Kohn-Sham gap (alpha / beta) = 7.9769 / 6.7785 eV
ΔE to the lowest compared entry with this formula, charge and spin = 4.8 kJ/mol
HOMO level (alpha / beta) = -8.0 / -8.8 eV
2S+1 = 3
strongest force on any atom = 0.00726 hartree/bohr

Each line ends with the Mulliken charge.
CARTESIAN COORDINATES (ANGSTROEM)
Pd1 0.1525 -0.2752 -0.2128  0.4179
N1 -0.4199 -1.7821 -1.7433  -0.4925
C1 0.8030 -2.2296 -2.4275  -0.4863
C2 1.8989 -2.4429 -1.3969  -0.4857
N2 2.1294 -1.1835 -0.6726  -0.4930
H1 -0.8058 -2.5393 -1.1874  0.2571
H2 -1.1424 -1.4885 -2.3894  0.2216
H3 1.1051 -1.4454 -3.1242  0.3108
H4 0.6516 -3.1444 -3.0060  0.3448
H5 2.8014 -2.8198 -1.8846  0.3450
H6 1.5774 -3.1939 -0.6729  0.3111
H7 2.5575 -0.5000 -1.2898  0.2575
H8 2.7485 -1.2976 0.1207  0.2211
O1 -2.4239 4.2062 3.4243  -0.5135
C3 -1.9399 3.3499 2.7403  0.4829
C4 -2.5058 2.8205 1.4199  0.0706
O2 -3.5267 3.1778 0.8895  -0.5318
C5 -1.5645 1.7658 0.9442  0.8812
C6 -0.4258 1.6661 1.8741  0.8798
O3 0.5366 0.8946 1.7099  -0.7667
C7 -0.6201 2.6199 3.0046  0.0668
O4 0.1003 2.7755 3.9575  -0.5313
O5 -1.6874 1.0658 -0.0773  -0.7674

3.
Molecular formula: C27H26F5I2N2OY
Method: DFT, ωB97M-V/def2-TZVPD

Calculated values
DFT total energy = -2361.81934 Ha
Kohn-Sham gap = 6.7257 eV
total charge = +2
HOMO level = -14.0 eV
strongest force on any atom = 0.02122 hartree/bohr

Each line ends with the Mulliken charge.
CARTESIAN COORDINATES (ANGSTROEM)
Y1 0.8175 -0.3365 0.4484  0.2065
I1 4.0566 0.6157 0.5799  0.2280
C1 4.1032 -0.4407 2.4085  -0.8230
I2 2.2129 -0.2877 3.3777  0.2117
H1 4.8390 0.0106 3.0629  0.4807
H2 4.2883 -1.4914 2.2216  0.4159
C2 -1.1163 -1.5413 2.7149  -1.4754
C3 -2.3365 -1.6722 1.8462  1.2552
C4 -3.2751 -2.6531 2.1103  -1.1894
C5 -4.3486 -2.8427 1.2487  -0.9831
C6 -4.4573 -2.0751 0.1067  -0.8742
C7 -3.5394 -1.0654 -0.1879  1.7975
C8 -3.6850 -0.3395 -1.4994  -1.9201
C9 -2.5114 -0.8482 0.7295  -0.1389
N1 -1.5068 0.1640 0.4984  0.5788
C10 -1.8505 1.3861 0.2979  0.7696
C11 -3.2146 1.9496 0.4952  -2.2029
C12 -0.7542 2.3458 -0.1592  0.4970
C13 -1.1408 3.7450 -0.4882  -2.1154
N2 0.4211 1.8510 -0.2977  0.7861
C14 1.5545 2.6447 -0.6961  -0.4302
C15 2.2454 2.1996 -1.8313  0.5947
C16 1.7650 1.0344 -2.6550  -0.9261
C17 3.3967 2.8769 -2.2068  -0.7873
C18 3.8538 3.9586 -1.4646  -0.9664
C19 3.1761 4.3515 -0.3258  -0.7754
C20 2.0188 3.6976 0.0943  1.7485
C21 1.3834 4.1199 1.3920  -1.7220
H3 -1.1707 -2.2029 3.5775  0.4478
H4 -0.9604 -0.5241 3.0872  0.3116
H5 -0.2158 -1.8894 2.1771  0.3479
H6 -3.1631 -3.2789 2.9862  0.4578
H7 -5.0816 -3.6097 1.4575  0.4704
H8 -5.2656 -2.2594 -0.5898  0.5326
H9 -3.8642 -1.0644 -2.2926  0.5600
H10 -2.8034 0.2358 -1.7822  0.3027
H11 -4.5416 0.3369 -1.4889  0.3667
H12 -3.8721 1.2384 0.9865  0.3522
H13 -3.6612 2.2371 -0.4585  0.4107
H14 -3.1441 2.8573 1.0967  0.6222
H15 -2.0258 3.7423 -1.1258  0.5313
H16 -0.3340 4.2703 -0.9905  0.4082
H17 -1.4076 4.2915 0.4191  0.4075
H18 0.9646 1.3204 -3.3401  0.3153
H19 1.3549 0.2043 -2.0601  -0.0573
H20 2.5778 0.6102 -3.2404  0.4496
H21 3.9365 2.5576 -3.0895  0.4565
H22 4.7502 4.4817 -1.7685  0.4629
H23 3.5556 5.1725 0.2697  0.5141
H24 2.1570 4.3503 2.1230  0.5513
H25 0.7405 3.3535 1.8274  0.2313
H26 0.7863 5.0250 1.2666  0.3337
F1 0.3676 -6.8060 -1.8771  -0.2689
C22 0.7633 -5.6360 -1.4065  0.5272
C23 2.0851 -5.4548 -1.0149  0.1853
F2 2.9364 -6.4589 -1.1156  -0.2533
C24 2.5197 -4.2330 -0.5173  0.1504
F3 3.7860 -4.0785 -0.1416  -0.2905
C25 1.6274 -3.1798 -0.4041  -0.1996
O1 1.9355 -1.9513 0.0506  -0.1432
C26 0.3240 -3.3955 -0.8019  0.5629
F4 -0.5021 -2.2979 -0.6707  0.0925
C27 -0.1429 -4.5896 -1.3020  -0.1162
F5 -1.4083 -4.7323 -1.6679  -0.2741

4.
Molecular formula: C4H9NO
Method: DFT, ωB97M-V/def2-TZVPD

Calculated values
DFT total energy = -287.69575 Ha
Kohn-Sham gap = 10.5591 eV
ΔE to the lowest compared entry with this formula, charge and spin = 358.9 kJ/mol
SMILES = COC[C@H]1CN1
HOMO level = -9.6 eV
strongest force on any atom = 0.05512 hartree/bohr

Each line ends with the Mulliken charge.
CARTESIAN COORDINATES (ANGSTROEM)
C1 -1.0467 1.9390 0.4164  -0.7335
O1 -0.6579 0.6537 -0.0007  -0.3038
C2 0.3783 0.1088 0.7964  -0.4544
C3 0.8557 -1.1900 0.1579  -0.2729
C4 -0.1044 -1.9858 -0.6204  -0.3118
N1 0.8861 -1.2672 -1.3848  -0.5819
H1 -0.2321 2.6674 0.2869  0.2877
H2 -1.3525 1.9446 1.4732  0.2908
H3 -1.8983 2.2473 -0.1962  0.2312
H4 0.0033 -0.0016 1.8345  0.3535
H5 1.2259 0.8052 0.8357  0.3283
H6 1.8921 -1.4333 -0.0145  0.4173
H7 -1.0891 -1.5406 -0.7125  0.1764
H8 -0.0732 -3.0715 -0.6353  0.2576
H9 0.5691 -0.3618 -1.6905  0.3157